[1]
DFT (the ωB97M-V functional and the def2-TZVPD basis) results for a 3-piece molecular cluster, C3H11NO4 overall.

Structure (XYZ):
```
19
Properties=species:S:1:pos:R:3
C 2.0173 0.1949 0.3348
N 0.5845 -0.0838 0.1241
C -0.1796 1.1791 0.1393
C -1.5906 0.9973 -0.2256
O -2.0191 0.4248 -1.1934
O -2.4392 1.9139 0.3789
H 2.6105 -0.6677 0.0554
H 2.1028 0.3511 1.4274
H 2.3980 1.0395 -0.2759
H 0.3623 -0.6474 -0.6856
H 0.1813 1.8972 -0.6358
H 0.0819 1.6098 1.1177
H -3.3286 1.5421 0.4136
O -0.4061 -1.3175 -3.1635
H 0.1637 -2.0144 -2.8693
H -1.0680 -1.0749 -2.5043
O 0.3034 -1.5577 2.7839
H 0.1457 -2.5062 2.8938
H 0.0799 -1.2800 1.8846
```

Computed properties:
**LUMO energy**: 0.5 eV
**SMILES**: CNCC(=O)O.O.O
**ΔE to the lowest compared entry with this formula, charge and spin**: 42.0 kcal per mole
**Charge**: 0
**Orbital gap**: 10.2 eV
**HOMO energy**: -9.725 eV

For reference, the Mulliken charges in units of e are: -0.9403 -0.2225 -0.3332 0.3005 -0.5314 -0.4574 0.3542 0.2860 0.3068 0.1992 0.2991 0.3927 0.3523 -0.6379 0.2994 0.3436 -0.6611 0.3075 0.3426

[2]
DFT (the ωB97M-V functional and the def2-TZVPD basis) results for C34H29AsBrN5O2S2Zn as an isolated structure.

Structure (XYZ):
```
75
Properties=species:S:1:pos:R:3
Zn -0.0816 -0.2764 0.2272
N -2.3012 6.6578 1.9835
C -1.7024 5.4169 2.1506
C -2.4705 4.2816 2.4102
C -1.8599 3.0563 2.6245
C -0.4766 2.9500 2.5823
C 0.2945 4.0731 2.3302
C -0.3092 5.2959 2.1151
S 0.2994 1.3640 2.7558
O 1.3135 1.4160 3.7667
O -0.7751 0.4036 2.8929
N 0.9180 1.1094 1.2871
C 2.2666 0.9337 1.0905
N 2.5522 -0.1146 0.2976
C 3.8346 -0.3894 0.1041
C 4.8418 0.3775 0.6684
C 4.4317 1.4900 1.3868
N 3.1569 1.7943 1.5877
H -3.2692 6.6418 1.7079
H -1.7625 7.3395 1.4753
H -3.5513 4.3556 2.4514
H -2.4548 2.1716 2.8111
H 1.3738 3.9819 2.2825
H 0.2975 6.1720 1.9212
H 4.0570 -1.2430 -0.5271
H 5.8865 0.1436 0.5313
H 5.1591 2.1753 1.8094
C 1.5239 -1.1505 -4.8756
C 1.1561 -0.0365 -3.9443
C 1.3006 1.3047 -4.2894
C 0.9529 2.2923 -3.3899
C 0.4653 1.9053 -2.1481
Br -0.0244 3.2580 -0.9269
N 0.3237 0.6388 -1.7930
C 0.6625 -0.3078 -2.6789
H 1.5448 -0.8065 -5.9094
H 0.8094 -1.9703 -4.8059
H 2.5106 -1.5529 -4.6401
H 1.6801 1.5763 -5.2667
H 1.0453 3.3406 -3.6305
H 0.5203 -1.3268 -2.3331
S -0.4304 -2.4557 -0.1002
C -2.0232 -2.5562 -0.8755
C -2.3425 -3.8020 -1.4292
C -3.5598 -4.0259 -2.0433
C -4.5068 -3.0130 -2.1280
C -4.2102 -1.7768 -1.5850
C -2.9841 -1.5390 -0.9678
As -2.6140 0.1695 -0.1664
C -3.9581 0.2319 1.2311
C -5.1912 0.8589 1.0981
C -6.1056 0.8226 2.1423
C -5.8001 0.1487 3.3146
C -4.5792 -0.4967 3.4414
C -3.6584 -0.4545 2.4064
C -3.2467 1.4382 -1.4804
C -3.5026 2.7483 -1.0814
C -3.8621 3.7047 -2.0162
C -3.9572 3.3669 -3.3599
C -3.6922 2.0695 -3.7641
C -3.3417 1.1058 -2.8276
H -1.6172 -4.6024 -1.3649
H -3.7709 -5.0036 -2.4582
H -5.4617 -3.1898 -2.6051
H -4.9433 -0.9784 -1.6351
H -5.4553 1.3804 0.1854
H -7.0596 1.3221 2.0305
H -6.5149 0.1225 4.1268
H -4.3343 -1.0261 4.3528
H -2.6969 -0.9331 2.5275
H -3.4016 3.0322 -0.0404
H -4.0580 4.7196 -1.6942
H -4.2347 4.1169 -4.0894
H -3.7642 1.8022 -4.8106
H -3.1440 0.0900 -3.1511
```

Computed properties:
**LUMO energy**: 0.3 eV
**ΔE to the lowest compared entry with this formula, charge and spin**: 4.9 kcal per mole
**Charge**: 0
**Orbital gap**: 8.0 eV
**HOMO energy**: -7.698 eV

For reference, the Mulliken charges in units of e are: 1.3236 -0.6005 1.0005 -0.7901 -0.0492 -0.5055 -0.5939 -0.7455 1.1095 -0.7452 -0.5067 -0.2060 0.3867 -0.2688 -0.1050 -0.7672 -0.2344 -0.4872 0.2192 0.2096 0.3793 0.5951 0.4141 0.3342 0.4557 0.3779 0.4330 -1.4478 0.4619 -0.5693 -0.8597 0.1035 0.0536 0.2720 -0.4351 0.4016 0.3723 0.2810 0.4095 0.4886 0.4169 -0.6365 0.0392 -0.7959 -0.5725 -0.9016 -0.0338 0.0167 1.6654 0.3972 -0.3244 -0.7601 -0.4828 -0.7543 -0.4021 0.0490 -0.4499 -0.6741 -0.6379 -0.7153 -0.6614 0.4479 0.3948 0.4062 0.4396 0.3949 0.4243 0.3954 0.4239 0.3345 0.6721 0.4263 0.4009 0.4267 0.4654

[3]
DFT (the ωB97M-V functional and the def2-TZVPD basis) results for C3H7ClS in the gas phase.

Structure (XYZ):
```
12
Properties=species:S:1:pos:R:3
C 1.6376 -1.5226 -0.0079
C 0.1470 -0.8790 0.0298
Cl -0.0738 -0.5276 -1.6222
C 0.2043 0.4034 0.8764
S -1.0245 1.4605 1.2161
H 1.5784 -2.4384 -0.7778
H 1.8369 -1.8140 1.0264
H 2.1450 -0.6141 -0.5835
H -0.5546 -1.7144 0.5107
H 0.4152 0.2468 1.9321
H 1.0135 1.3425 0.6364
H -0.7216 2.5818 -0.0155
```

Computed properties:
**LUMO energy**: 0.3 eV
**SMILES**: C[C@H](Cl)CS
**ΔE to the lowest compared entry with this formula, charge and spin**: 73.0 kcal per mole
**Charge**: 0
**Orbital gap**: 9.2 eV
**HOMO energy**: -8.961 eV

For reference, the Mulliken charges in units of e are: -1.0210 0.2001 -0.1680 -0.7481 -0.2147 0.2771 0.3506 0.3061 0.2917 0.3034 0.2988 0.1239